125
Properties=species:S:1:pos:R:3:forces:R:3:lowdin_charge:R:1 method="wB97M-V/def2-TZVPD" e_homo_ha=-0.516 gap_ev=2.37 charge=+2 lumo_ev=-11.67
H -0.4701 -5.0811 1.3314 -0.0413 -0.8931 0.1187 0.1208
H -3.6313 -2.0005 -3.2135 0.0267 0.3701 0.3720 0.0739
O -2.2078 0.4302 -3.5924 -1.2787 1.2136 -0.5823 -0.1186
C 2.6471 -2.2257 3.3449 0.5555 2.2902 0.8237 -0.3241
O 2.2300 -4.2101 -1.4183 -0.4744 0.7957 -0.6754 -0.0409
C 3.5847 -0.5904 -1.8918 -0.9196 0.0914 -0.3443 -0.0754
H -3.3572 6.1543 -0.0491 -0.0138 0.3925 -0.1167 0.0580
H -1.5459 -4.1326 2.2507 0.0764 0.6838 0.1787 0.0954
H 1.7843 -2.9202 1.8214 -0.5149 0.2570 -0.6177 0.0494
H -0.6417 2.2201 6.8096 0.4628 0.0463 0.1870 0.0879
O -1.1866 5.2116 3.0693 1.2586 -0.2423 0.2355 -0.1346
H -4.6121 6.5830 -1.2631 0.4484 0.0177 -0.2870 0.0908
H 2.3791 -1.2751 2.8839 -0.6149 0.4762 0.2184 0.1112
H -3.7849 3.8237 1.3997 0.1399 0.1934 0.2519 0.0857
H 3.8423 -5.3934 1.1527 -0.0001 -0.6268 0.0931 0.0905
H -1.1778 6.0043 3.6108 0.4329 0.0986 0.1725 0.1056
H -1.3784 2.0713 -3.8234 -0.3881 -0.7741 0.0080 0.0264
C 6.8756 0.5782 2.7397 0.8719 -0.0294 0.1556 -0.0650
H -2.3266 -2.0758 -0.1289 0.0235 -1.0554 -0.0595 0.0690
C -2.0392 -1.2034 3.7208 -2.3633 -0.2017 -0.2717 -0.2306
C -2.7546 3.9343 1.7378 1.4695 -0.2611 0.6808 -0.0965
H -1.5043 5.5073 -2.2042 -0.1090 -0.0401 -0.0236 0.0688
O 0.7219 -1.4066 -5.0679 0.8921 -0.9049 0.8149 -0.1124
H 2.3882 -3.3678 5.1330 -0.1940 -0.0795 -0.0855 0.0901
H -3.2167 4.9890 3.4798 0.2410 0.2472 0.4788 0.1291
O 2.1302 -3.2394 2.6581 -1.4590 -2.5551 -0.6118 0.0356
H 1.2431 1.5007 4.5401 0.5370 -0.0619 0.1235 0.1060
H -1.8660 -2.0195 -2.9391 0.0873 -0.1903 -0.0716 0.0637
H -3.1096 -5.9033 2.1982 0.7682 -0.2931 0.1703 0.0753
H 5.0561 0.4823 -2.9971 0.3500 0.1692 0.1823 0.1164
C -0.2746 1.7670 5.8887 -1.7930 -0.2753 0.1250 -0.0798
H 1.7733 2.2149 6.1148 0.3287 -0.0249 -0.2141 0.1267
H -0.8584 2.1260 -6.4123 0.4313 0.4050 -0.1445 0.0686
C 5.7061 0.1582 1.8556 2.0265 -0.5782 -0.3353 -0.3488
O -1.4111 -3.7702 0.1976 -1.0059 0.6906 -0.6874 -0.0401
H -1.7486 -0.7948 -5.2643 0.3267 0.4121 0.1132 0.1000
C 1.5695 -2.5975 -5.1669 -1.3339 -0.6949 -1.9943 -0.2562
H 3.8327 1.5787 -0.6616 -0.6468 -0.4838 0.8405 0.0053
C 3.1095 -5.4902 0.3517 -0.4144 -0.8637 0.8004 -0.0901
O -2.1971 -1.1251 -0.1616 0.7049 1.7871 1.1532 -0.1835
H -1.5763 4.5103 -5.1487 -0.2202 0.0307 -0.2362 0.1112
C 4.7898 0.3432 -1.9493 -1.5550 -0.6832 -0.5179 -0.2590
C -3.2914 4.9034 -1.7556 -0.7444 -0.0160 0.0044 -0.3355
C 0.9981 -3.3549 -6.4227 0.6718 0.2536 0.4916 -0.0728
H -3.5029 -4.6308 1.2260 -0.5894 -0.2330 -0.8761 0.0608
O 4.3644 1.6330 -1.4591 0.7695 0.6750 -1.3208 -0.1630
F -0.0489 2.9664 -0.7581 1.0841 -0.5925 -0.4955 -0.6641
H 3.4385 -1.0404 -0.9099 0.0263 -0.0897 -0.0542 0.0696
H -0.5726 -3.3046 0.2386 0.6959 0.6535 0.0700 0.0334
H 5.7720 0.5806 0.8530 0.1740 0.3407 -0.1831 0.0973
H 2.6969 0.0011 -2.1154 -0.3104 0.4810 0.3636 0.0226
H -3.9915 4.4673 -2.4682 0.0414 -0.0373 -0.3291 0.1093
H -4.2864 -0.8010 -0.1236 0.1710 -0.3857 -0.0082 0.1363
C -2.6527 -1.9266 -3.6878 -0.4972 -0.0774 -0.5903 -0.0728
H 5.7912 -0.9194 1.7148 -0.0685 -0.4026 -0.0512 0.1094
H -2.7960 5.9662 2.0727 -0.0433 0.5378 0.3327 0.1048
H -2.4282 1.6891 0.1118 0.2892 0.1548 -0.4668 0.0158
H -4.2157 -2.2038 3.9314 0.3225 1.0935 0.6137 0.0937
H -4.8088 5.2402 -0.2123 -0.0913 -0.3608 -0.0715 0.0718
C -4.0555 5.7719 -0.7936 -0.4432 -0.4836 1.2929 -0.0805
C 1.0168 2.2168 5.3300 0.5489 -0.5010 -0.3810 -0.3165
H -1.0847 1.9416 5.1806 0.0171 0.0675 -0.2973 0.0668
C -2.8165 -5.4774 1.2386 1.1521 1.3981 0.6517 -0.0219
H 1.4621 -4.3248 -6.6016 0.4153 0.1281 0.0693 0.0711
H -3.2384 0.9662 1.4232 -0.0783 -0.2474 0.1896 0.0605
O 0.9828 3.4513 4.6440 0.0699 0.7926 -0.4626 -0.1601
O -1.0356 2.9152 -4.1266 1.9962 0.2576 1.4504 -0.1972
H -4.1822 1.7057 0.1555 -0.0118 -0.2929 -0.4181 0.0941
H -1.1969 -1.3495 3.0447 -0.0066 -0.5223 0.0889 0.1096
Pb -0.0423 0.3810 -0.0607 1.1676 1.1112 0.7281 1.6414
H -1.8428 -1.5645 4.7304 0.6676 0.5059 0.4966 0.1282
H -2.6740 -2.7837 -4.3609 0.4822 -0.1011 -0.0194 0.0820
C 3.2698 -4.3184 -0.5113 1.9008 0.1661 0.3092 -0.3953
H 1.5154 -3.3157 -4.3487 -0.3726 0.4909 0.5360 0.0990
C -3.3058 1.0849 0.3418 0.3341 -1.6705 0.2447 -0.0584
C -1.4584 -4.6239 1.2816 -1.3364 -2.1574 0.6615 -0.2630
H 3.6958 -2.2148 3.0480 1.2511 0.0894 0.7370 0.1456
C -2.5037 5.0975 2.6626 -2.8431 0.3597 -1.4081 -0.3374
H -1.7238 3.4649 -7.2587 -0.0283 -0.2719 -0.0793 0.0766
H -0.0566 -3.5996 -6.2970 -0.0584 0.3440 0.2998 0.0661
O 4.5316 0.4848 2.4632 -1.8238 0.5541 1.2632 -0.0509
H -0.2385 0.6836 6.0024 0.0337 -0.0537 0.3631 0.0768
C -1.7570 2.7421 -6.4435 -0.0771 -0.0360 0.6423 -0.0492
H -3.5719 -1.9023 2.3278 -0.1306 0.3221 -0.0929 0.0618
Sn 1.9619 3.1324 -3.1424 -2.0759 -1.7000 1.5223 1.7221
H -1.6696 0.6589 3.3360 0.4639 0.5298 -0.3044 0.0342
H -2.4086 3.0842 2.3257 -0.2269 -0.5513 -0.4577 0.0604
H 7.2496 1.5953 2.6223 -0.5353 0.2014 -0.1077 0.0754
H 2.6171 -2.3091 -5.2529 -0.0090 0.0813 -0.3265 0.0968
H -2.9707 -6.2386 0.4738 0.2365 0.4911 -0.2153 0.0800
O -2.4219 0.1536 3.6526 -0.0523 -0.4993 0.5086 -0.0175
H 1.0936 -2.7478 -7.3229 0.0524 0.0068 0.0489 0.0706
H 4.2463 -4.4965 -0.9616 -0.1479 0.3508 -0.9612 0.1232
H 6.7008 0.4125 3.8028 -0.5355 0.0765 -0.0418 0.0805
H 3.4536 -3.4197 0.0774 -0.4281 0.5085 0.1069 0.0904
C -1.8956 3.4704 -5.0785 -0.1286 0.2517 -1.5111 -0.2891
H 1.4665 -1.8620 5.2048 -0.4268 -0.0635 -0.6234 0.0723
H 1.0106 4.1737 5.2756 -0.0681 0.1106 0.1033 0.0961
H 3.1369 -1.8656 5.4844 0.3789 0.1692 -0.4861 0.0854
H -2.0805 4.0695 0.8919 -0.0852 -0.3462 -0.3254 0.0579
H 0.5429 -1.3248 -4.1283 -0.2014 0.4325 0.1869 0.0329
C -3.3468 -0.3157 -0.3877 -0.2674 1.9651 -0.4676 -0.2360
H 3.7706 0.2761 1.9165 -0.0778 0.1892 -0.3285 0.0508
H 2.1060 -5.5486 0.7733 -0.0522 0.0185 0.2626 0.0665
H 1.5590 -3.7758 -0.8866 -0.5740 0.0580 -0.3817 0.0560
H 3.4239 -1.3260 -2.6799 1.0195 -0.4821 0.1226 0.0810
F -0.3781 1.6679 2.0604 0.3717 -0.8298 -1.3015 -0.5229
H 5.6044 -0.1449 -1.4142 0.2774 0.7189 0.2069 0.1132
H -3.3057 -0.1263 -1.4603 -0.6578 0.0750 -0.1708 0.0931
H -3.4521 -0.4953 -5.0177 0.0329 0.7931 0.2187 0.1206
F 0.1845 0.4739 -2.5209 0.5759 0.3707 1.3880 -0.5533
C -3.2918 -2.0850 3.3652 0.9534 -0.8510 -1.3443 -0.0320
Al 1.2797 4.1258 1.7277 -0.8578 -1.1522 0.2900 1.0503
O -2.4064 5.7718 -2.3989 1.1414 0.5082 -1.1110 -0.0682
H 3.2398 -6.3649 -0.2856 0.1654 -0.2556 0.4413 0.0940
F 0.5394 -1.9730 0.8082 -0.1067 1.1103 -0.7739 -0.4943
F 2.3393 1.5340 0.3817 -1.0944 -0.3868 -0.3318 -0.5846
C 2.3856 -2.3186 4.8376 0.7242 -0.3707 0.7180 -0.0224
H -1.4012 0.3206 -3.0835 0.6785 -0.7741 -0.1740 0.0015
C -2.5040 -0.6276 -4.4965 0.1308 -1.6578 0.6999 -0.2671
H -2.9435 -3.1178 3.3579 0.3828 -0.2030 0.0457 0.0539
H -2.5097 1.9748 -6.6247 -0.4441 0.3942 0.0322 0.0716
H 7.7697 -0.0218 2.5702 -0.0986 -0.2591 -0.4441 0.0764
H -2.9202 3.4708 -4.7066 -0.0268 -0.0698 0.0520 0.1190
H -2.7178 4.0748 -1.3401 -0.2540 -0.0587 0.5189 0.0896



59
Properties=species:S:1:pos:R:3:forces:R:3:nbo_charge:R:1 method="wB97M-V/def2-TZVPD" e_homo_ha=-0.324 gap_ev=8.36 lumo_ev=-0.45
O -20.1795 -21.0841 -27.1534 1.8025 -0.0254 -1.4135 -0.5724
C -17.2873 -19.2009 -32.1040 3.0274 -0.6113 -1.6206 -0.0876
H -18.7060 -18.9194 -28.3976 -0.3968 -0.1866 0.5020 0.2296
H -13.7060 -23.5126 -32.5382 0.3639 0.2869 0.1800 0.1875
C -18.7702 -20.0563 -30.1801 -1.1934 0.2945 0.6226 -0.3923
O -19.5823 -21.8902 -29.1655 0.1046 -1.6831 0.1376 -0.5038
C -16.0563 -25.3041 -31.2783 0.7580 -0.2615 1.0835 0.8118
C -19.7328 -24.7213 -34.4843 -2.0709 0.3854 -0.2702 -0.0617
O -15.2943 -26.1666 -31.9364 -0.3788 -2.4951 -0.3781 -0.4788
O -21.1109 -22.6196 -31.6080 -1.8311 -2.1597 -0.5922 -0.5590
H -18.3415 -22.1588 -31.6667 1.3975 -2.5132 -2.8216 0.3137
H -20.2800 -19.1718 -29.2270 -0.5302 0.1309 1.0382 0.2344
C -19.4948 -21.3592 -30.5365 -1.7828 4.2514 5.4532 -0.1521
H -15.0919 -19.1921 -31.9170 -0.0059 -0.3481 0.1786 0.2066
O -19.7509 -24.5817 -35.8511 1.1883 0.1807 -1.2517 -0.4986
H -22.7935 -24.5742 -35.3958 0.0983 -0.1787 0.2757 0.2459
C -19.0886 -25.3140 -32.1159 0.8261 -2.7815 0.3320 -0.0881
C -21.0924 -24.1311 -33.9657 -1.9435 1.0240 -5.0373 -0.4441
H -19.1721 -26.1499 -31.4213 0.0746 0.5049 0.4532 0.2257
C -19.6324 -20.9229 -28.2428 -3.2854 -0.7567 2.0071 0.7770
H -17.3148 -18.3803 -31.3872 -0.0355 -0.6777 0.4583 0.2376
C -20.9535 -24.2450 -36.3361 0.0346 -1.2247 -0.2494 0.7926
O -16.8337 -22.8564 -32.4060 -2.9428 15.8953 -4.4277 -0.8781
H -17.4863 -24.3194 -31.0255 -2.2587 1.3105 -0.7673 0.3024
H -18.9804 -19.4003 -31.0248 -0.5335 0.5390 0.7563 0.1720
H -21.3839 -24.8024 -33.1580 -3.1042 0.4795 -2.9850 0.2998
H -14.2554 -25.2921 -33.5909 -0.8831 -0.5267 -0.2719 0.1731
C -14.1844 -25.5457 -32.5332 1.2928 0.4927 0.1449 -0.0782
H -18.8709 -24.1947 -34.0746 -0.1475 -0.5820 -0.7198 0.1618
H -18.8011 -25.7446 -33.0751 -0.4744 -0.7245 1.2200 0.1949
C -15.5931 -23.9452 -31.5953 7.8037 -8.1888 5.2151 -0.6456
H -17.3641 -24.4568 -32.8279 -0.6170 -0.9620 0.2945 0.1889
H -17.9461 -18.9470 -32.9345 -0.4929 -0.6972 0.2576 0.2217
O -15.2578 -21.6795 -30.9010 -0.9942 2.4382 -1.0886 -0.8327
O -15.8000 -20.6823 -33.1893 1.0181 -1.2334 -0.0238 -0.6599
C -14.0940 -24.2348 -31.8199 0.1995 1.5629 0.2095 -0.3959
O -16.9974 -25.6165 -30.5560 3.5219 -3.4177 1.0857 -0.6270
C -19.3566 -19.6425 -28.8895 0.3691 1.8668 -1.1434 -0.5394
H -15.9893 -23.5220 -32.5184 4.9851 -5.3320 -0.6955 0.3420
O -17.4531 -20.5579 -31.5882 3.6805 -2.1441 -5.1996 -0.7456
C -15.8536 -19.3622 -32.6779 -0.4842 2.1213 0.5331 -0.1313
H -13.2901 -26.1643 -32.4576 -0.2469 -0.2624 0.3084 0.2014
H -15.6950 -18.5616 -33.4004 0.1585 -0.7315 -0.6776 0.2289
H -22.2209 -22.9504 -35.5181 -0.2587 0.3064 0.6261 0.2374
H -13.4973 -24.1540 -30.9113 0.1611 -0.4640 0.0334 0.2073
H -19.1375 -22.1055 -31.2461 -2.9756 3.5592 4.9384 0.1983
H -20.5319 -21.1686 -30.8128 0.5865 1.0883 0.3979 0.2103
H -20.9376 -23.1400 -33.5392 -0.4648 -0.3227 -1.1245 0.1970
C -21.9089 -23.9568 -35.2392 -0.1099 0.4421 -0.6009 -0.5520
O -20.3547 -24.6872 -32.2701 4.0777 -0.0724 8.5170 -0.5343
O -21.1433 -24.3093 -37.5036 -0.4512 0.4546 -1.3363 -0.5719
H -19.7561 -25.7787 -34.2209 0.1639 0.1315 -0.8493 0.1713
H -15.7937 -23.2986 -30.7411 0.2694 -1.8898 -0.2743 0.2202
S -16.2416 -21.6227 -31.9472 -0.3207 5.3500 -1.4244 2.5873
C -18.0220 -24.2933 -31.9744 -3.5166 -0.4437 0.4029 -0.4582
C -20.2389 -23.3611 -31.9276 1.0948 -0.8469 0.3910 0.8404
H -18.5889 -22.8864 -33.2194 -1.3633 1.0332 -0.1078 0.2587
C -18.7612 -23.0389 -32.1540 -1.4459 -2.1020 -3.9144 -0.6055
H -17.6878 -20.1842 -30.1818 -1.5181 0.7169 3.2128 0.2172